Here is a molecular structure, C33H57MnN4OP2 in a non-equilibrium geometry from the Open Molecules 2025 dataset. Energies are from ωB97M-V/def2-TZVPD.

Values from the calculation:
Total charge: +1
Highest occupied orbital energy (spin up / spin down) (hartree): -0.2774 / -0.3545
Multiplicity: 6

XYZ file:
```
98
Properties=species:S:1:pos:R:3:lowdin_charge:R:1
C -2.47241 1.27171 -1.41393 -0.30
C -2.33848 -1.05526 -1.09116 -0.27
C -3.54795 1.13391 -2.28251 -0.01
C -3.54115 -1.21209 -1.83702 0.00
C -4.13819 -0.12112 -2.43682 -0.03
H -3.90722 2.02161 -2.79680 0.13
H -3.93236 -2.22021 -1.96666 0.12
H -5.03070 -0.22649 -3.05224 0.12
N -1.98208 0.23137 -0.71653 0.02
P -0.85034 2.81954 0.27152 1.13
P -0.09443 -2.65830 0.06612 1.10
C -1.77776 2.62280 -1.31309 -0.24
H -1.07370 2.72955 -2.15401 0.09
H -2.51893 3.42143 -1.43898 0.08
C -1.53383 -2.19983 -0.83396 -0.20
H -2.11908 -3.10969 -1.05951 0.08
C 0.52587 -4.03424 -1.20088 -0.62
C -0.47031 -3.54120 1.77292 -0.67
C 0.73720 3.82370 -0.10864 -0.66
C -2.17302 3.76620 1.24076 -0.67
C 2.04477 -3.83498 -1.20416 -0.11
H 2.51280 -4.13015 -0.25437 0.08
H 2.49951 -4.43547 -2.00698 0.10
H 2.28564 -2.78117 -1.39337 0.03
C 0.17062 -5.48501 -0.86659 -0.10
H 0.55204 -5.83076 0.09937 0.06
H -0.91109 -5.66366 -0.91564 0.08
H 0.63143 -6.12410 -1.63750 0.10
C -0.04616 -3.73734 -2.59216 -0.12
H 0.55233 -4.25354 -3.35834 0.09
H -1.08519 -4.07076 -2.70034 0.08
H -0.00656 -2.66329 -2.80204 0.03
C 0.81967 -4.22968 2.25064 -0.09
H 1.63043 -3.49547 2.36434 0.07
H 0.63526 -4.67926 3.23820 0.09
H 1.17828 -5.02352 1.58854 0.05
C -0.82861 -2.50693 2.84053 -0.12
H -0.04379 -1.75224 2.95545 0.05
H -1.77414 -1.99438 2.63837 0.07
H -0.93342 -3.02488 3.80829 0.10
C -1.66715 -4.47829 1.62065 -0.10
H -1.48418 -5.31467 0.94234 0.05
H -1.90817 -4.90079 2.60781 0.09
H -2.54745 -3.92786 1.26409 0.08
C -1.63573 3.92836 2.66903 -0.08
H -2.37519 4.49584 3.25333 0.10
H -1.49632 2.95588 3.15876 0.05
H -0.68629 4.48274 2.70026 0.07
C -3.47307 2.94104 1.25687 -0.07
H -3.93127 2.87992 0.26173 0.08
H -3.32123 1.92998 1.64265 0.05
H -4.18547 3.44993 1.92276 0.10
C -2.52879 5.13810 0.63963 -0.08
H -3.44144 5.49297 1.14236 0.10
H -1.75769 5.89511 0.80832 0.06
H -2.75081 5.09013 -0.43362 0.08
C 1.16822 3.53771 -1.55211 -0.11
H 0.52579 4.04055 -2.28793 0.09
H 2.19186 3.91619 -1.70580 0.10
H 1.17460 2.45878 -1.75441 0.04
C 1.84204 3.32306 0.83491 -0.10
H 2.04777 2.25697 0.67987 0.06
H 2.76826 3.88086 0.62801 0.10
H 1.58187 3.47638 1.89130 0.08
C 0.57616 5.33591 0.07212 -0.09
H -0.17587 5.75624 -0.60809 0.08
H 0.34354 5.61451 1.10875 0.07
H 1.53887 5.81008 -0.17953 0.10
Mn -0.41256 0.39658 0.53109 0.44
C -1.47148 0.62257 2.01184 -0.21
O -1.99739 0.49705 3.06103 0.10
N 0.64680 -0.09902 -1.00165 -0.02
C 0.92002 -0.81482 -1.92392 -0.20
C 1.96142 -0.63646 -3.10812 -0.57
C 1.76881 -1.66403 -4.21078 -0.08
C 1.75836 0.74028 -3.73702 -0.07
C 3.38405 -0.75239 -2.55236 -0.06
H 2.02501 -2.67534 -3.87825 0.06
H 0.73955 -1.64075 -4.58554 0.09
H 2.43222 -1.42669 -5.05356 0.09
H 2.19217 1.53566 -3.12136 0.06
H 2.26314 0.79306 -4.71265 0.09
H 0.69041 0.93562 -3.90384 0.09
H 4.11183 -0.39971 -3.29750 0.09
H 3.51381 -0.14267 -1.64725 0.08
H 3.64344 -1.79145 -2.31712 0.07
C 2.72996 0.78978 4.97955 0.00
N 2.30205 0.39872 3.64452 -0.11
C 3.00295 -0.41090 2.75899 -0.03
C 2.23503 -0.53726 1.64057 -0.11
N 1.04948 0.18165 1.83785 -0.08
C 1.12957 0.72900 3.06660 -0.13
H 2.72714 -0.07410 5.65843 0.10
H 3.74705 1.19799 4.94333 0.10
H 2.04561 1.55296 5.36469 0.10
H 3.97515 -0.81548 2.97923 0.13
H 2.43299 -1.08556 0.72898 0.09
H 0.41564 1.38329 3.55926 0.14
```

Here is a molecular structure, C33H57N3O5PdSi in a non-equilibrium geometry from the Open Molecules 2025 dataset. Energies are from ωB97M-V/def2-TZVPD.

Values from the calculation:
Total charge: 0
Highest occupied orbital energy (spin up / spin down) (hartree): -0.2443 / -0.2451
Energy relative to the best compared isomer or geometry (same formula, charge and spin) (kcal/mol): 0.00
Multiplicity: 3

XYZ file:
```
100
Properties=species:S:1:pos:R:3:lowdin_charge:R:1
O 0.61489 -2.55241 -1.40815 -0.08
O -1.14961 -1.83117 -3.61148 -0.24
C 1.93815 -2.70206 -2.21398 -0.11
C 2.89204 -3.34755 -1.25067 -0.04
H 2.17695 -1.68457 -2.51338 0.11
H 1.70112 -3.31670 -3.08819 0.11
H 2.96082 -2.76697 -0.32497 0.10
H 3.89516 -3.40276 -1.67287 0.10
H 2.60103 -4.37407 -1.00767 0.09
C -0.23630 -3.81433 -1.31579 -0.09
C -0.11744 -4.67279 -2.54449 -0.07
H -1.25275 -3.45180 -1.10961 0.14
H 0.13477 -4.31207 -0.42361 0.13
H -0.59573 -4.14723 -3.37349 0.06
H -0.64135 -5.62176 -2.37515 0.11
H 0.92283 -4.91275 -2.80947 0.08
C -2.55655 -1.73332 -3.35158 -0.25
C -0.67760 -1.22639 -4.81888 -0.26
C -3.26653 -3.02919 -3.68828 -0.06
H -2.98629 -0.88941 -3.92357 0.13
H -2.65955 -1.50814 -2.27682 0.10
H -3.21637 -3.23727 -4.76677 0.07
H -4.32044 -2.92563 -3.40085 0.09
H -2.83014 -3.87252 -3.13224 0.07
C -1.02692 -2.03645 -6.05656 -0.07
H 0.41211 -1.13840 -4.69849 0.11
H -1.09721 -0.20807 -4.91060 0.12
H -0.70098 -3.08133 -5.95362 0.08
H -0.49655 -1.59146 -6.90793 0.08
H -2.10551 -2.00787 -6.26978 0.08
H 0.15215 -1.68996 -1.62970 0.09
N 1.61047 1.28525 1.98876 0.01
C 1.49633 2.52433 2.46737 -0.33
C 0.36065 3.33401 2.32049 -0.06
C -0.93251 2.93605 1.98786 -0.36
C 2.67982 3.16786 3.14370 -0.01
H 3.53645 3.20406 2.45550 0.09
H 2.95766 2.64880 4.07017 0.09
H 2.41164 4.20079 3.40179 0.08
C -2.01863 3.99271 1.95091 -0.01
H -2.71955 3.91344 2.79700 0.08
H -2.59852 3.95076 1.01629 0.09
H -1.54750 4.98414 2.00371 0.08
N -1.23562 1.64746 1.79366 0.00
C 2.75026 0.44482 2.19040 -0.18
C 3.67618 0.22890 1.13402 -0.23
C 3.49981 0.85332 -0.21434 -0.07
C 4.79651 -0.57724 1.35730 -0.09
H 5.50201 -0.71261 0.54346 0.10
C 5.02591 -1.17865 2.58348 -0.10
H 5.92490 -1.77763 2.74625 0.10
C 4.10615 -1.00510 3.61453 -0.05
H 4.25852 -1.50225 4.57233 0.11
C 2.97625 -0.19694 3.45340 -0.20
C 1.95429 -0.14505 4.51903 -0.08
C -2.47390 1.09893 2.15044 -0.19
C -3.33126 0.64181 1.12236 -0.21
C -2.90848 0.79191 -0.30469 -0.06
C -4.57680 0.12660 1.48127 -0.06
H -5.24106 -0.20786 0.68206 0.10
C -4.96092 0.03013 2.82171 -0.08
H -5.93087 -0.39746 3.07488 0.10
C -4.11647 0.50951 3.82384 -0.04
H -4.40665 0.42753 4.87035 0.12
C -2.88751 1.07902 3.50994 -0.20
C -2.04345 1.67994 4.59006 -0.03
Pd 0.19078 0.72923 0.50894 0.92
H 3.56621 0.08469 -1.00067 0.07
H 4.28031 1.60632 -0.40708 0.10
H 2.51453 1.34306 -0.29398 0.01
H 1.47236 0.83828 4.59432 0.07
H 2.37558 -0.44838 5.49020 0.09
H 1.10401 -0.89488 4.24177 0.02
H -3.44133 0.09968 -0.97033 0.07
H -1.83141 0.55301 -0.42461 0.00
H -3.02622 1.81985 -0.68410 0.08
H -0.97564 1.49357 4.40742 0.08
H -2.29168 1.24373 5.56662 0.09
H -2.19305 2.77074 4.65743 0.08
H 0.48748 4.38584 2.58401 0.11
C 0.29295 0.31649 -1.42421 -0.40
Si 0.39148 2.06876 -2.09023 0.38
H 1.23444 -0.23282 -1.55102 -0.02
H -0.61521 -0.18683 -1.78283 -0.01
C 1.64894 1.94350 -3.47817 -0.18
C 0.95017 3.55042 -1.08627 -0.18
C -1.26059 2.56312 -2.81523 -0.18
H -1.82941 1.70953 -3.20432 0.02
H -1.02589 3.23418 -3.65487 0.04
H -1.88067 3.11482 -2.09620 0.02
H 2.61367 1.55341 -3.12959 0.03
H 1.79384 2.96372 -3.85895 0.03
H 1.27811 1.30233 -4.28751 0.02
H 1.85817 3.39295 -0.49381 0.02
H 0.16316 3.93514 -0.42670 0.02
H 1.17538 4.32962 -1.83291 0.04
O -1.74874 -2.30478 5.11276 -0.02
N -0.78917 -1.52820 5.04769 -0.54
O -0.38183 -0.83157 6.00811 -0.04
O -0.16299 -1.43339 3.88363 -0.13
```

Here is a molecular structure, C33H57NP2PdSi in a non-equilibrium geometry from the Open Molecules 2025 dataset. Energies are from ωB97M-V/def2-TZVPD.

Values from the calculation:
Total charge: +2
Highest occupied orbital energy (spin up / spin down) (hartree): -0.4509 / -0.4771
Multiplicity: 5

XYZ file:
```
95
Properties=species:S:1:pos:R:3:lowdin_charge:R:1
Pd 0.53950 -1.63999 0.01453 0.55
C -0.26553 -2.92029 1.72640 -0.25
C 1.13049 -3.17435 1.40543 -0.30
C 1.03415 -1.55576 3.05497 -0.15
C -0.28912 -1.94735 2.77487 -0.15
C 1.92047 -2.26726 2.21577 -0.19
C -1.41276 -3.78091 1.34937 -0.01
H -1.22195 -4.31483 0.41368 0.08
H -2.32351 -3.18189 1.23785 0.08
H -1.59932 -4.52516 2.13454 0.13
C -1.45901 -1.59007 3.60406 0.02
H -2.39395 -1.90223 3.12287 0.09
H -1.50554 -0.51011 3.80013 0.08
H -1.41159 -2.09255 4.58479 0.12
C 1.40175 -0.65211 4.17426 0.02
H 1.13723 -1.11298 5.13925 0.12
H 0.85945 0.30508 4.10445 0.07
H 2.47857 -0.45139 4.19121 0.09
C 3.39498 -2.23915 2.30012 0.00
H 3.72911 -2.80461 3.18423 0.12
H 3.77295 -1.21428 2.41122 0.08
H 3.85478 -2.68696 1.41372 0.09
C 1.63288 -4.39354 0.72378 -0.01
H 1.84831 -5.18711 1.45459 0.12
H 2.55617 -4.17170 0.17246 0.09
H 0.88981 -4.76570 0.01068 0.08
C -1.50324 -0.14874 -4.98841 -0.15
C -1.57722 -1.46495 -5.26859 -0.15
C -0.68565 -2.19136 -6.22858 -0.17
C 0.73742 -1.59874 -6.42619 -0.18
C 1.43361 -1.08178 -5.20249 -0.10
C 1.51122 0.22025 -4.87359 -0.15
C 0.61165 1.29934 -5.41482 -0.17
C -0.81567 0.85039 -5.85721 -0.17
H -1.17202 -2.24530 -7.21745 0.13
H 0.68825 -0.81751 -7.19855 0.11
H -0.58364 -3.23434 -5.89663 0.11
H -0.76289 0.46958 -6.88669 0.11
H -2.09714 0.27829 -4.17459 0.09
H -2.42451 -2.05389 -4.88252 0.12
H -1.44620 1.75664 -5.88244 0.13
H 0.50675 2.09500 -4.66118 0.10
H 2.33265 0.57712 -4.23777 0.10
H 1.08674 1.77917 -6.28834 0.13
H 1.35985 -2.41199 -6.83874 0.12
H 2.03474 -1.82633 -4.67559 0.11
P -0.95374 -1.02838 -1.49566 0.78
P 1.85581 0.13840 -0.52569 0.79
C -0.25961 0.42700 -2.35068 -0.39
C 0.90789 1.17994 -1.68930 -0.34
H -1.09112 1.11033 -2.57006 0.09
H 0.06045 0.01342 -3.31231 0.02
H 1.58903 1.57415 -2.46175 0.08
H 0.52415 2.04174 -1.11989 0.08
C 2.23393 1.18422 0.88754 -0.24
H 2.82013 0.60460 1.60759 0.03
H 1.31245 1.53368 1.37497 0.02
H 2.82421 2.04876 0.55881 0.07
C 3.43068 -0.38297 -1.26055 -0.22
H 3.88578 0.43121 -1.84071 0.06
H 3.29160 -1.26058 -1.90960 0.05
H 4.11059 -0.66091 -0.44194 0.05
C -2.61815 -0.66591 -0.95053 -0.21
H -2.98107 -1.50388 -0.33801 0.04
H -3.26887 -0.53114 -1.82577 0.07
H -2.61118 0.25010 -0.34313 0.04
C -0.88056 -2.56544 -2.44271 -0.22
H 0.09281 -3.06241 -2.31262 0.05
H -1.02903 -2.36640 -3.49951 -0.01
H -1.66712 -3.24270 -2.08208 0.07
C 2.12106 3.45012 3.88409 -0.18
Si 0.25511 3.40898 4.08943 0.38
C -0.17763 2.83608 5.82907 -0.17
C -0.45493 5.12409 3.85435 -0.16
N -0.40365 2.35655 2.88504 0.03
C -1.64960 2.30532 2.42673 -0.38
C -2.77708 1.94668 3.25392 -0.02
C -4.07676 2.16298 2.81185 -0.06
C -4.31938 2.62079 1.51277 -0.06
C -3.24779 2.86207 0.63636 -0.09
C -1.93732 2.65965 1.05656 -0.03
H 2.55217 4.09791 4.66230 0.04
H 2.58983 2.45961 3.97339 0.01
H 2.40046 3.87323 2.90642 0.03
H -0.09480 3.69209 6.51713 0.04
H -1.20842 2.46742 5.89448 0.02
H 0.49044 2.04638 6.20278 0.03
H -0.32464 5.44457 2.81284 0.04
H -1.53107 5.13563 4.07088 0.04
H 0.03117 5.86285 4.50585 0.05
H -2.56886 1.57728 4.25978 0.10
H -4.91719 1.98289 3.48321 0.12
H -5.34162 2.80082 1.17184 0.12
H -3.44087 3.21528 -0.38077 0.11
H -1.08071 2.87030 0.40450 0.10
```

Here is 7 unconnected molecules or ions with the total composition C33H58BN8OPS in a non-equilibrium geometry from the Open Molecules 2025 dataset. Energies are from ωB97M-V/def2-TZVPD.

Values from the calculation:
Total charge: 0
Highest occupied orbital energy (hartree): -0.2844
SMILES: CCP(CC)[C@](C#N)(B(C)O)[C@@H](S)C#N.CCCC#N.CCCC#N.CCCC#N.CCCC#N.CCCC#N.CCCC#N

XYZ file:
```
103
Properties=species:S:1:pos:R:3:lowdin_charge:R:1
C -0.51632 -3.02208 4.21414 -0.19
C -0.09777 -1.59383 3.48893 -0.43
P -1.44070 -0.87021 2.33949 0.98
C -0.73485 0.50533 1.20703 -0.40
C 0.51796 1.35286 1.87800 -0.17
C -3.00177 -0.30190 3.28089 -0.47
C -3.24497 -1.06052 4.72758 -0.14
N -3.26944 -1.63325 5.91351 0.13
B -4.30523 -0.68631 2.33486 -0.42
C -4.24182 -1.32767 0.82005 -0.08
O -5.68537 -0.48084 2.90051 -0.04
C -2.83715 1.29830 3.59575 -0.56
S -4.29928 2.05533 4.53275 0.70
C -1.53926 1.43228 4.64254 -0.18
N -0.52305 1.69075 5.43349 0.09
H -0.31031 -2.86268 5.37108 0.08
H -1.66767 -3.28959 4.07552 0.06
H 0.08739 -3.94316 3.81825 0.07
H 0.83050 -1.86136 2.78756 0.09
H 0.33296 -0.80090 4.26494 0.07
H -1.53522 1.31700 0.88719 0.09
H -0.31319 0.05308 0.19166 0.04
H 0.37365 2.52045 1.84341 0.05
H 0.70980 1.03237 3.00540 0.04
H 1.51173 1.06274 1.29499 0.08
H -3.42017 -2.17816 0.68886 0.06
H -4.19525 -0.51662 -0.04670 0.09
H -5.28195 -1.88873 0.65324 0.07
H -5.82569 -1.20052 3.61135 0.12
H -2.63532 1.97119 2.65882 0.11
H -4.97071 1.05669 5.29479 -0.08
C -0.41584 -4.23779 -1.95883 -0.11
C 0.23941 -3.29822 -2.96614 -0.28
C 0.64727 -1.95782 -2.35157 -0.20
C -0.58184 -1.24591 -1.81052 -0.14
N -1.60149 -0.65522 -1.36159 0.12
H -1.34762 -3.82063 -1.56376 0.07
H -0.66389 -5.19183 -2.43466 0.07
H 0.25586 -4.44071 -1.11688 0.08
H -0.45528 -3.13009 -3.79822 0.11
H 1.12765 -3.78664 -3.38190 0.08
H 1.12386 -1.32683 -3.10918 0.06
H 1.36360 -2.11008 -1.53698 0.11
C -8.73406 -1.64759 2.87834 -0.12
C -9.79684 -2.72461 2.68513 -0.28
C -9.23390 -4.14283 2.79679 -0.20
C -8.17676 -4.36128 1.72674 -0.16
N -7.29968 -4.54260 0.83904 0.10
H -7.96107 -1.69915 2.10493 0.06
H -9.18625 -0.65254 2.81886 0.08
H -8.25026 -1.74473 3.85697 0.07
H -10.26685 -2.58700 1.70362 0.11
H -10.58031 -2.58991 3.43906 0.11
H -10.03596 -4.87670 2.66493 0.11
H -8.78639 -4.30259 3.78374 0.12
C 4.23516 0.18415 -3.97129 -0.13
C 5.18875 -0.72704 -4.73757 -0.27
C 4.53549 -2.03995 -5.17374 -0.18
C 4.06662 -2.81119 -3.95078 -0.13
N 3.67757 -3.45110 -2.93624 0.12
H 3.89605 -0.27827 -3.03881 0.06
H 4.73575 1.12055 -3.70541 0.08
H 3.35421 0.42781 -4.57609 0.02
H 6.06168 -0.93708 -4.10743 0.09
H 5.55202 -0.19589 -5.62430 0.11
H 5.25452 -2.65054 -5.72999 0.11
H 3.67846 -1.84475 -5.82740 0.12
C 8.42470 -1.19204 -0.04271 -0.12
C 6.97472 -1.63438 -0.21219 -0.28
C 6.84686 -3.05841 -0.75672 -0.19
C 7.50343 -3.14580 -2.12477 -0.17
N 8.04814 -3.21841 -3.25974 0.10
H 8.95505 -1.16985 -1.00008 0.07
H 8.46723 -0.18114 0.37491 0.07
H 8.96342 -1.86424 0.63488 0.08
H 6.46590 -0.93206 -0.88380 0.11
H 6.46954 -1.57534 0.75822 0.11
H 5.79047 -3.33260 -0.84674 0.10
H 7.32682 -3.77366 -0.08003 0.12
C 1.00538 4.59513 -3.92831 -0.13
C 1.22981 4.20108 -5.38473 -0.28
C 0.46454 2.93789 -5.78405 -0.18
C 0.92311 1.76796 -4.92892 -0.10
N 1.30347 0.79729 -4.21951 0.13
H 1.36758 3.82429 -3.24060 0.06
H 1.54760 5.51724 -3.69628 0.07
H -0.05854 4.76492 -3.72717 0.08
H 2.30400 4.05349 -5.55069 0.11
H 0.91517 5.02922 -6.02937 0.11
H 0.64713 2.70579 -6.83859 0.11
H -0.61296 3.08219 -5.64979 0.12
C 2.12470 7.41845 2.59203 -0.12
C 0.67472 6.97611 2.42254 -0.28
C 0.54686 5.55208 1.87801 -0.21
C 1.20343 5.46469 0.50997 -0.15
N 1.74814 5.39208 -0.62500 0.12
H 2.65505 7.44063 1.63465 0.07
H 2.16723 8.42935 3.00965 0.07
H 2.66342 6.74625 3.26962 0.08
H 0.16590 7.67843 1.75093 0.11
H 0.16954 7.03515 3.39295 0.11
H -0.50953 5.27789 1.78800 0.11
H 1.02682 4.83683 2.55470 0.11
```

- Look up the total charge of the second one.
  0

- What is the total charge in the first record?
  +1